{
  "formula": "C35H52AsCeO2P3",
  "method": "ωB97M-V/def2-TZVPD",
  "spin_multiplicity": 2,
  "homo_lumo_gap_ev": [5.296, 5.304],
  "max_force_ev_per_a": 2.674,
  "homo_energy_ev": [-14.1820, -14.1845],
  "total_charge": 3,
  "lumo_energy_ev": [-8.89, -8.88],
  "species": ["Ce", "P", "P", "P", "H", "C", "C", "H", "C", "C", "C", "C", "C", "C", "C", "C", "C", "H", "H", "H", "H", "H", "H", "H", "H", "H", "H", "H", "H", "H", "H", "H", "H", "H", "H", "H", "H", "H", "H", "H", "H", "H", "H", "H", "H", "H", "C", "C", "C", "C", "C", "C", "O", "H", "H", "H", "H", "H", "H", "O", "As", "C", "C", "C", "C", "C", "C", "C", "C", "C", "C", "C", "C", "C", "C", "C", "C", "C", "C", "H", "H", "H", "H", "H", "H", "H", "H", "H", "H", "H", "H", "H", "H", "H"],
  "coordinates": [[-0.895581, 0.558618, 0.149308], [1.732154, -1.056708, 1.523256], [1.395897, 2.285664, -0.342819], [-1.208482, -2.342506, -0.487234], [-0.979891, 2.036142, -9.077788], [-1.920118, 1.494865, -8.936466], [-3.047760, 2.126200, -8.580635], [-3.069929, 3.209875, -8.440013], [3.136999, -1.974239, 0.852903], [2.390908, 0.255922, 2.562906], [0.823853, -2.157134, 2.624323], [0.714833, 3.382716, -1.646364], [1.825075, 3.523405, 0.951419], [3.050929, 1.926391, -1.056824], [-2.466362, -2.363565, -1.835345], [-2.022665, -3.463992, 0.721806], [0.039431, -3.476974, -1.216572], [-1.923776, 0.428535, -9.186804], [-4.002573, 1.595708, -8.530526], [3.790487, -2.323192, 1.663221], [3.712040, -1.319736, 0.183638], [2.780217, -2.835902, 0.275389], [3.042024, -0.185964, 3.333267], [1.576054, 0.767587, 3.086655], [2.984105, 0.998037, 2.008417], [1.353399, -3.114314, 2.723484], [-0.184393, -2.356435, 2.231004], [0.711575, -1.731977, 3.628032], [1.252834, 4.339152, -1.637394], [-0.350324, 3.567896, -1.456387], [0.802791, 2.925451, -2.641612], [2.824651, 3.947282, 0.766737], [1.822823, 3.022569, 1.927089], [1.088127, 4.339972, 0.976880], [3.534495, 2.876794, -1.326784], [2.938330, 1.313281, -1.958661], [3.689020, 1.386754, -0.345841], [-3.005300, -3.318141, -1.836132], [-1.993791, -2.207051, -2.816571], [-3.176540, -1.543128, -1.662367], [-2.749190, -4.092678, 0.192346], [-2.551609, -2.874855, 1.479032], [-1.283956, -4.108857, 1.220019], [-0.480076, -4.290294, -1.742818], [0.695279, -3.905003, -0.448990], [0.651687, -2.924662, -1.937094], [-1.358987, 0.750100, -3.233467], [-0.141622, 0.300122, -3.827855], [-0.073340, 0.114755, -5.201150], [-1.203524, 0.397955, -5.982506], [-2.397675, 0.871871, -5.413825], [-2.477840, 1.062122, -4.041041], [-1.468717, 0.837129, -1.910752], [1.103040, -0.649199, 0.211584], [0.705664, 0.083734, -3.169100], [0.852097, -0.243691, -5.669723], [-1.176308, 0.290834, -7.062172], [-3.255410, 1.102996, -6.049772], [-3.382360, 1.420918, -3.546534], [-1.410588, 0.721717, 2.207250], [-1.920748, 0.895215, 3.887425], [-0.425892, 0.585960, 5.061980], [-0.293636, -0.644564, 5.729393], [0.681000, -0.785655, 6.726847], [1.527026, 0.274930, 7.051002], [1.413624, 1.483551, 6.361321], [0.439530, 1.648658, 5.368199], [-2.483212, 2.707281, 4.028344], [-3.660105, 2.983935, 4.739629], [-3.982080, 4.309307, 5.027641], [-3.146156, 5.350402, 4.613215], [-1.993361, 5.063551, 3.870755], [-1.665204, 3.739016, 3.555784], [-3.318453, -0.393276, 4.103727], [-4.035743, -0.855237, 2.987026], [-5.113152, -1.727111, 3.182578], [-5.484461, -2.125287, 4.474219], [-4.762883, -1.657901, 5.576498], [-3.678655, -0.794075, 5.401105], [-0.948985, -1.483824, 5.478108], [0.769612, -1.736485, 7.259775], [2.273776, 0.165782, 7.838339], [2.082150, 2.315530, 6.596381], [0.343727, 2.605450, 4.840098], [-4.310963, 2.173037, 5.065936], [-4.884164, 4.536354, 5.594598], [-3.378766, 6.389338, 4.878452], [-1.337088, 5.870790, 3.551722], [-0.783658, 3.518809, 2.948973], [-3.764871, -0.513259, 1.980456], [-5.673301, -2.079111, 2.315214], [-6.347385, -2.789650, 4.610540], [-5.050567, -1.955653, 6.586645], [-3.125982, -0.424478, 6.268452]],
  "forces_ev_per_angstrom": [[-1.561, 0.576, -2.093], [1.528, -0.688, -0.359], [1.155, 1.372, -0.745], [-0.445, -1.531, -0.815], [-0.315, -0.199, 0.122], [-0.686, 0.381, -0.182], [0.537, -0.246, -0.536], [0.016, -0.373, 0.101], [0.012, 0.088, -0.286], [-0.117, 0.832, -0.224], [-0.922, -0.296, -0.226], [-0.288, -0.072, -0.112], [-0.085, -0.174, 0.399], [-0.059, -0.305, 0.033], [-0.030, 0.614, 0.001], [0.020, 0.137, 0.321], [0.214, 0.230, 0.007], [0.022, 0.369, 0.139], [0.308, 0.164, 0.054], [-0.228, 0.112, -0.102], [-0.100, -0.161, 0.158], [0.068, 0.160, 0.128], [-0.223, -0.222, -0.311], [0.049, -0.065, -0.082], [-0.190, -0.336, 0.059], [-0.005, 0.253, -0.254], [0.278, -0.016, 0.179], [0.128, 0.235, -0.296], [-0.087, -0.226, 0.004], [0.193, 0.076, -0.118], [-0.067, 0.021, 0.293], [-0.386, -0.107, 0.021], [0.106, 0.329, -0.047], [0.202, -0.288, -0.043], [-0.138, -0.302, 0.087], [0.054, 0.128, 0.130], [-0.045, 0.154, -0.136], [0.205, 0.187, 0.017], [-0.104, 0.087, 0.334], [0.035, -0.251, -0.233], [0.242, 0.079, 0.203], [-0.024, -0.217, -0.020], [-0.249, 0.176, -0.122], [0.177, 0.192, 0.195], [-0.141, 0.023, -0.124], [-0.072, -0.164, -0.010], [0.074, -0.267, -2.337], [-1.102, 0.278, 0.730], [-0.367, 0.121, -0.369], [-0.130, 0.087, 0.088], [0.571, -0.108, -0.011], [0.701, -0.325, 0.558], [0.560, -0.001, 2.529], [0.782, -0.544, 1.930], [-0.106, 0.025, -0.161], [-0.466, 0.187, 0.194], [0.150, -0.090, 0.285], [0.374, -0.089, 0.162], [0.207, -0.099, -0.215], [-0.001, -0.044, 1.787], [0.010, 0.026, -1.022], [0.050, -0.151, 0.256], [0.164, 0.151, 0.048], [-0.157, -0.268, -0.174], [-0.135, 0.093, -0.197], [-0.036, 0.182, -0.315], [0.005, -0.019, 0.078], [-0.377, 0.111, 0.228], [0.304, 0.076, -0.047], [-0.014, 0.171, -0.022], [0.172, -0.180, 0.007], [-0.048, -0.289, -0.058], [-0.148, 0.333, 0.191], [-0.211, -0.145, 0.294], [0.013, 0.027, 0.238], [0.183, 0.164, -0.029], [0.142, 0.137, -0.158], [-0.016, 0.008, 0.036], [-0.090, 0.004, -0.219], [0.146, 0.277, 0.209], [-0.044, 0.344, -0.189], [-0.239, 0.010, -0.213], [-0.249, -0.285, -0.042], [0.027, -0.339, 0.396], [0.128, 0.207, 0.006], [0.204, -0.086, -0.170], [0.066, -0.527, -0.160], [-0.187, -0.152, 0.001], [-0.150, 0.090, 0.227], [-0.192, -0.184, 0.408], [0.117, 0.083, 0.284], [0.462, 0.320, -0.025], [0.089, 0.077, -0.332], [-0.220, -0.135, -0.212]],
  "lowdin_charge": [0.903, 0.894, 0.750, 0.768, 0.063, -0.102, -0.082, 0.058, -0.177, -0.178, -0.154, -0.233, -0.243, -0.240, -0.228, -0.246, -0.244, 0.061, 0.058, 0.090, 0.072, 0.063, 0.102, 0.037, 0.058, 0.094, 0.029, 0.047, 0.074, 0.057, 0.063, 0.072, 0.014, 0.061, 0.074, 0.053, 0.035, 0.064, 0.068, 0.053, 0.064, 0.025, 0.055, 0.075, 0.037, 0.051, -0.401, -0.052, -0.069, -0.066, -0.051, -0.008, -0.392, -0.014, 0.094, 0.118, 0.069, 0.103, 0.121, -0.694, 1.355, -0.320, -0.121, -0.044, -0.032, -0.042, -0.097, -0.317, -0.069, -0.037, -0.026, -0.045, -0.113, -0.320, -0.098, -0.049, -0.026, -0.037, -0.095, 0.108, 0.127, 0.130, 0.126, 0.102, 0.110, 0.127, 0.132, 0.119, 0.088, 0.096, 0.122, 0.132, 0.128, 0.116]
}



{
  "formula": "C35H52BrClN4OPtSi2",
  "method": "ωB97M-V/def2-TZVPD",
  "relative_energy_ev": 0.539,
  "homo_lumo_gap_ev": 7.825,
  "max_force_ev_per_a": 0.152,
  "homo_energy_ev": -7.3950,
  "lumo_energy_ev": 0.43,
  "species": ["Pt", "C", "C", "C", "C", "C", "Br", "N", "C", "H", "H", "H", "H", "H", "H", "C", "C", "C", "C", "C", "O", "C", "C", "C", "C", "C", "C", "Cl", "C", "C", "C", "N", "C", "N", "C", "N", "H", "H", "H", "H", "H", "H", "H", "H", "H", "H", "H", "H", "H", "H", "H", "H", "H", "H", "H", "H", "H", "H", "C", "Si", "C", "C", "C", "Si", "C", "C", "C", "H", "H", "H", "H", "H", "H", "H", "H", "H", "H", "H", "H", "H", "H", "H", "H", "H", "H", "H", "C", "C", "C", "C", "C", "C", "H", "H", "H", "H", "H"],
  "coordinates": [[-1.411808, 0.238070, 1.586841], [4.615953, 2.534870, 4.800474], [3.151683, 2.273077, 4.596069], [2.289318, 2.034515, 5.662664], [0.953629, 1.763831, 5.429177], [0.547964, 1.745459, 4.104729], [-1.310560, 1.359264, 3.773814], [1.315117, 1.971031, 3.077355], [2.598757, 2.234541, 3.323406], [4.789973, 3.111178, 5.708573], [5.037774, 3.085254, 3.960329], [5.165362, 1.596097, 4.892471], [2.663997, 2.056305, 6.679085], [0.260370, 1.565827, 6.233698], [3.217070, 2.430352, 2.452420], [-1.709118, -0.506798, -6.430924], [-0.421563, 0.143525, -5.904203], [-0.243562, 1.475794, -6.638750], [0.741022, -0.788808, -6.276664], [-0.552409, 0.381475, -4.357077], [-1.885483, 0.789278, -4.055982], [0.357189, 1.484933, -3.775242], [1.892223, 1.436599, -3.896784], [2.593837, 0.540103, -2.904189], [3.149614, -0.682946, -3.264945], [3.767636, -1.499464, -2.327441], [3.830911, -1.088968, -1.006899], [4.619389, -2.097014, 0.164516], [3.291573, 0.127442, -0.616904], [2.693602, 0.935678, -1.572084], [-0.389376, -0.965170, -3.619484], [-1.008226, -0.967204, -2.308461], [-0.562544, -0.434438, -1.175390], [-1.504073, -0.554444, -0.253969], [-2.525433, -1.187466, -0.890345], [-2.256689, -1.450810, -2.142085], [-1.575357, -0.754673, -7.485858], [-2.562045, 0.161608, -6.338403], [-1.959282, -1.428259, -5.903875], [-0.296425, 1.306779, -7.715699], [0.716126, 1.948384, -6.425465], [-1.037100, 2.183065, -6.385610], [0.786682, -0.876972, -7.363656], [0.601511, -1.796322, -5.881403], [1.710173, -0.424677, -5.943898], [-1.966298, 1.737160, -4.205593], [0.089164, 1.596339, -2.719407], [0.027887, 2.419336, -4.239083], [2.243002, 2.456932, -3.721748], [2.205704, 1.188434, -4.908483], [3.108438, -1.011198, -4.297193], [4.202765, -2.445738, -2.618070], [3.341092, 0.431560, 0.420564], [2.285878, 1.894558, -1.274308], [0.662721, -1.211791, -3.503801], [-0.877936, -1.766798, -4.165796], [0.407591, 0.011938, -1.044170], [-3.452003, -1.443945, -0.409167], [1.519038, -1.568750, 2.343866], [0.020079, -2.333346, 3.197215], [0.250041, -4.199398, 3.048319], [0.133353, -1.936449, 5.038924], [-1.551556, -1.773563, 2.397424], [-3.153952, -2.105355, 3.257614], [-4.603407, -1.925797, 2.062459], [-3.270653, -3.856003, 3.955928], [-3.540164, -0.953987, 4.700796], [2.460954, -1.911765, 2.780370], [1.489847, -0.477194, 2.388036], [1.523831, -1.849489, 1.285222], [1.219326, -4.507845, 3.450165], [0.211750, -4.509940, 2.000656], [-0.526032, -4.748717, 3.583974], [1.084053, -2.298270, 5.440532], [-0.669204, -2.426870, 5.596202], [0.069916, -0.867689, 5.242905], [-1.604690, -2.430515, 1.509956], [-4.533049, -2.643754, 1.240421], [-4.638820, -0.916527, 1.642409], [-5.553301, -2.108866, 2.571197], [-3.071521, -4.604376, 3.184771], [-4.267623, -4.048789, 4.361506], [-2.549431, -4.014844, 4.761880], [-3.785113, 0.056770, 4.363378], [-2.718741, -0.885871, 5.416686], [-4.415609, -1.334286, 5.234626], [-0.984448, 4.419570, -0.923334], [-2.232036, 3.966783, -0.516678], [-2.347039, 2.807993, 0.245394], [-1.230334, 2.058944, 0.631341], [0.013025, 2.551549, 0.218958], [0.144852, 3.705440, -0.544819], [-0.893158, 5.322740, -1.514315], [-3.122922, 4.517583, -0.796376], [-3.339418, 2.475652, 0.535098], [0.906316, 2.030283, 0.545043], [1.130434, 4.058260, -0.835422]],
  "forces_ev_per_angstrom": [[0.108, -0.089, 0.060], [-0.001, -0.001, -0.003], [0.000, 0.006, -0.022], [-0.004, -0.009, 0.007], [0.017, 0.015, -0.001], [-0.039, 0.027, 0.012], [0.099, -0.018, -0.026], [0.014, -0.019, 0.057], [-0.001, 0.010, 0.019], [0.000, 0.004, -0.002], [0.000, -0.004, -0.001], [0.001, 0.002, 0.005], [0.000, 0.000, 0.000], [-0.005, -0.006, -0.001], [0.006, -0.009, 0.003], [-0.004, -0.001, -0.006], [-0.005, 0.001, -0.005], [0.002, 0.006, -0.005], [-0.006, 0.005, 0.014], [0.008, 0.000, 0.038], [-0.028, 0.010, -0.055], [-0.014, 0.007, -0.021], [0.005, -0.004, 0.018], [-0.018, -0.026, 0.007], [0.010, 0.001, -0.014], [0.001, 0.004, -0.003], [-0.003, 0.016, -0.001], [-0.012, -0.009, 0.014], [0.017, 0.004, -0.024], [-0.018, -0.002, 0.028], [0.023, 0.006, -0.009], [0.053, -0.009, 0.045], [-0.051, -0.005, -0.064], [0.069, 0.039, -0.032], [-0.010, -0.027, 0.044], [-0.016, 0.005, -0.016], [0.001, 0.000, 0.001], [0.002, 0.001, 0.002], [0.001, -0.002, 0.004], [0.002, -0.002, 0.001], [-0.002, -0.003, -0.002], [-0.002, -0.004, 0.004], [-0.001, 0.001, -0.001], [0.004, 0.003, -0.002], [0.014, 0.014, 0.013], [0.006, 0.005, 0.041], [0.016, 0.005, -0.001], [0.006, -0.001, -0.010], [-0.008, 0.004, 0.006], [-0.005, -0.013, -0.025], [0.000, 0.005, 0.006], [-0.001, -0.002, 0.001], [0.004, 0.000, -0.007], [-0.026, -0.009, 0.006], [0.012, -0.026, -0.005], [-0.022, 0.013, 0.001], [-0.003, 0.009, 0.023], [-0.010, -0.007, 0.018], [-0.015, 0.027, -0.020], [0.015, 0.012, -0.009], [0.007, 0.006, -0.002], [-0.013, -0.032, -0.012], [-0.107, 0.023, 0.005], [0.005, -0.028, 0.011], [0.017, 0.003, -0.002], [0.002, -0.001, 0.005], [-0.021, -0.003, 0.008], [0.011, -0.012, 0.004], [-0.002, -0.010, 0.003], [0.003, -0.011, -0.001], [-0.003, 0.003, -0.002], [0.002, 0.001, -0.002], [-0.006, -0.004, 0.004], [-0.001, 0.009, 0.003], [0.002, -0.004, -0.006], [-0.007, 0.046, 0.006], [-0.020, 0.007, -0.006], [-0.001, 0.002, -0.004], [0.000, -0.002, -0.014], [-0.001, 0.005, 0.003], [0.000, 0.000, -0.002], [0.000, 0.001, -0.001], [0.000, -0.003, 0.002], [-0.002, -0.017, 0.008], [0.002, 0.004, -0.001], [-0.001, -0.007, -0.005], [0.004, 0.013, -0.011], [-0.018, -0.009, -0.009], [-0.003, -0.006, -0.066], [-0.068, 0.063, -0.017], [0.044, 0.006, 0.039], [-0.030, 0.005, -0.007], [0.000, 0.004, 0.001], [-0.003, 0.004, 0.001], [0.001, 0.007, 0.001], [0.032, -0.022, -0.042], [-0.010, 0.005, 0.004]],
  "lowdin_charge": [0.762, -0.045, -0.247, -0.013, -0.097, -0.645, 0.933, 0.065, -0.082, 0.081, 0.079, 0.088, 0.123, 0.109, 0.119, -0.041, -0.510, -0.042, -0.039, -0.418, 0.000, -0.097, -0.118, -0.229, -0.046, -0.093, -0.665, 0.678, -0.097, -0.050, -0.034, -0.082, -0.085, -0.092, -0.147, 0.147, 0.089, 0.087, 0.085, 0.091, 0.080, 0.091, 0.091, 0.088, 0.057, 0.105, 0.108, 0.117, 0.125, 0.094, 0.107, 0.107, 0.099, 0.099, 0.121, 0.124, 0.121, 0.102, -0.197, 0.359, -0.182, -0.173, -0.567, 0.348, -0.200, -0.192, -0.223, 0.026, -0.010, 0.018, 0.027, 0.029, 0.012, 0.032, 0.023, -0.015, -0.006, 0.022, 0.017, 0.028, 0.029, 0.026, 0.017, -0.004, 0.007, 0.030, -0.120, -0.111, -0.144, -0.373, -0.185, -0.124, 0.092, 0.094, 0.083, 0.056, 0.093]
}